1.
9
Properties=species:S:1:pos:R:3:forces:R:3 method="wB97M-V/def2-TZVPD" lumo_energy_ev=-6.036 orbital_gap_ev=8.9 de_lowest_kcal_mol=53.72 charge=+1
C 1.424 -0.440 0.670 4.7 1.7 0.0
C 0.046 -0.136 0.399 -1.4 0.7 -0.1
N 0.698 -0.724 -0.502 -1.9 -0.8 0.2
Br 2.714 1.074 0.092 -1.0 -1.0 1.0
Br -3.301 1.192 0.176 0.1 0.0 0.1
H 2.087 -1.126 1.268 -1.7 0.3 -0.4
H -0.941 0.412 0.527 1.0 -0.7 0.0
H 0.626 -0.987 -1.466 0.3 -0.3 -0.7
H -3.354 0.736 -1.164 -0.1 0.0 -0.1



2.
14
Properties=species:S:1:pos:R:3:forces:R:3 method="wB97M-V/def2-TZVPD" lumo_energy_ev="-2.109 / -1.586" orbital_gap_ev="6.8 / 8.1" de_lowest_kcal_mol=1.87
C 0.437 -1.014 -1.285 0.0 1.8 -1.3
C 1.597 -0.190 -0.624 -1.2 -1.3 -0.3
N 0.007 -2.155 -0.710 -1.2 0.5 -1.4
N -1.683 1.786 0.532 0.3 -1.8 -0.9
O -0.074 -0.548 -2.302 0.4 -0.2 0.9
O 0.006 1.839 2.519 -0.3 0.2 -0.7
O -0.765 -0.371 1.879 -1.1 -1.7 -0.2
S -0.416 0.937 1.465 0.1 2.9 -0.9
Br 2.351 1.195 -1.566 -0.2 0.1 -0.2
Br 2.638 -0.946 0.715 0.0 -0.2 0.2
H 0.462 -2.346 0.128 0.1 -1.0 1.8
H -0.974 -2.456 -0.941 1.9 0.4 0.6
H -1.773 1.483 -0.496 0.5 0.6 2.3
H -1.813 2.785 0.688 0.6 -0.4 0.1



3.
12
Properties=species:S:1:pos:R:3:forces:R:3 method="wB97M-V/def2-TZVPD" lumo_energy_ev=-0.183 orbital_gap_ev=8.5 de_lowest_kcal_mol=12.99 smiles="C=C(N)OP(=O)(Br)Br"
C -0.455 2.045 -0.655 0.7 -1.1 -0.3
C -0.160 0.788 -0.189 -1.8 -0.1 -0.2
N -1.211 0.101 0.396 -0.4 -0.3 -0.3
O 0.991 -0.083 -0.307 -1.0 2.6 -0.6
P 1.201 -1.480 0.400 -1.8 0.1 0.4
O 0.668 -1.560 1.767 0.6 -0.2 -0.4
Br 3.262 -1.515 0.027 1.4 -0.6 0.0
Br 0.273 -3.064 -0.859 0.4 0.6 0.3
H 0.135 2.703 -1.317 -0.2 -0.8 0.6
H -1.529 2.322 -0.465 1.5 -0.1 0.0
H -2.163 0.327 0.082 1.1 -0.4 0.6
H -1.013 -0.585 1.117 -0.5 0.3 -0.1



4.
11
Properties=species:S:1:pos:R:3:forces:R:3 method="wB97M-V/def2-TZVPD" lumo_energy_ev=0.341 orbital_gap_ev=11.1 de_lowest_kcal_mol=5.78 smiles="CS(=O)(=O)[C@H](Cl)Br"
C -0.257 -0.117 -0.810 -0.5 -2.3 -1.4
S 0.954 1.252 -0.591 -1.5 0.2 0.7
O 1.468 1.710 -1.827 0.4 -0.4 -1.2
O 0.502 2.255 0.331 -0.6 -0.2 0.2
C 2.239 0.430 0.421 -1.5 -0.4 1.3
Cl 3.595 1.488 0.393 0.5 0.1 0.1
Br 2.614 -1.387 -0.073 0.3 0.0 0.0
H -1.331 -0.095 -1.298 2.1 1.3 1.3
H 0.228 -0.818 -1.583 -0.3 1.0 1.4
H -0.315 -0.684 0.166 0.0 0.8 -1.0
H 1.726 0.421 1.442 1.0 -0.1 -1.3



5.
8
Properties=species:S:1:pos:R:3:forces:R:3 method="wB97M-V/def2-TZVPD" lumo_energy_ev=0.853 orbital_gap_ev=11.1 de_lowest_kcal_mol=26.48 smiles="C/N=C/Br"
C -1.192 0.180 0.060 2.5 -1.3 1.8
N 0.201 -0.264 -0.654 -2.7 0.2 1.2
C 1.266 -0.156 -0.041 0.0 -0.4 -1.3
Br 2.943 -0.626 -0.842 -0.2 0.0 0.0
H -1.616 0.545 -0.811 -1.3 1.7 -1.0
H -1.192 0.823 1.062 0.5 -1.0 -2.5
H -1.810 -0.705 0.308 0.8 0.0 -0.2
H 1.401 0.202 0.919 0.4 0.7 2.0



6.
11
Properties=species:S:1:pos:R:3:forces:R:3 method="wB97M-V/def2-TZVPD" lumo_energy_ev="-0.558 / -1.531" orbital_gap_ev="8.8 / 6.4" de_lowest_kcal_mol=50.45
C 0.934 -0.643 0.502 -4.8 0.2 1.4
C 0.179 0.180 1.477 0.3 -0.5 -0.2
N -1.539 1.181 -0.244 0.5 0.2 0.0
N -1.025 0.665 -1.126 -1.4 3.4 2.0
N -0.980 -0.273 -1.903 -0.1 -4.4 -3.7
O -0.384 -0.417 -2.987 0.1 0.9 0.8
Br 0.638 1.943 1.663 0.3 0.7 0.6
H 0.932 -1.637 0.869 0.6 -1.1 -0.1
H 1.762 -0.200 0.171 3.7 1.2 -1.0
H 0.212 -0.569 -0.327 0.7 -1.1 -0.2
H -0.728 -0.230 1.905 0.1 0.5 0.3